Molecular formula: C11H3N3O4S2Ti
Method: DFT, the ωB97M-V functional and the def2-TZVPD basis

```
24
Properties=species:S:1:pos:R:3
Ti -0.87924 -0.33426 0.46913
O 0.68177 2.13860 -2.30523
C 0.54799 1.23907 -1.54601
O -0.57214 1.03675 -0.69676
C 1.53248 0.03307 -1.31143
C 2.85694 -0.19204 -1.74435
C 3.55135 -1.32400 -1.23360
C 2.81672 -2.28252 -0.52049
C 1.51116 -1.99966 -0.12668
N 0.91435 -0.88048 -0.51530
C 0.53407 -2.85477 0.68221
O 0.75041 -4.00545 1.01397
O -0.62537 -2.12560 0.95026
H 3.41771 0.44744 -2.38187
H 4.65535 -1.36469 -1.18306
H 3.23337 -3.20564 -0.20356
S -3.22501 -0.33341 0.20785
C -3.41105 1.30302 0.85034
C -4.48892 2.08744 0.41472
N -5.31519 2.83991 0.09172
C -2.48656 1.73026 1.81185
S -1.21360 0.67255 2.52257
C -2.41763 3.13707 2.15480
N -2.36895 4.23734 2.59892
```

The electronic energy comes out at -68904.7625 eV. As for the spin multiplicity: 3. The value obtained for the maximum force is 0.083 hartree/bohr. As for the charge: -2.

Results of the natural (NBO) charge analysis, in e, for atoms 1 through 6: atom 1 (Ti): 1.239, atom 2 (O): -0.589, atom 3 (C): 0.794, atom 4 (O): -0.723, atom 5 (C): 0.033, atom 6 (C): -0.217

Molecular formula: C10H13Cl2O2PtS
Method: DFT, the ωB97M-V functional and the def2-TZVPD basis

```
29
Properties=species:S:1:pos:R:3
Pt -0.94403 0.88053 -0.49435
C -3.59680 0.04548 -2.05518
O -2.65025 -0.44753 -1.09651
C -3.26427 -1.14974 -0.00306
C -2.17823 -1.61645 0.93028
O -1.60604 -0.45592 1.51430
C -0.48508 -0.75441 2.34469
H -4.19875 -0.78475 -2.42629
H -3.03296 0.48194 -2.87413
H -4.25336 0.79506 -1.60903
H -3.81430 -2.00742 -0.39447
H -3.95358 -0.48491 0.52570
H -1.41918 -2.16428 0.35967
H -2.59483 -2.26511 1.70501
H -0.77862 -1.44019 3.14246
H -0.15103 0.18287 2.78247
H 0.32461 -1.20671 1.76401
Cl 0.59064 2.53847 0.09588
C 2.10662 1.69902 -0.11559
C 3.22681 2.21020 0.50662
C 4.44444 1.57358 0.32654
C 4.52301 0.43757 -0.46008
C 3.38299 -0.06759 -1.06542
Cl 3.47918 -1.47770 -2.04204
C 2.14056 0.56014 -0.91087
S 0.75463 -0.07605 -1.76535
H 3.14861 3.09538 1.12476
H 5.33189 1.96492 0.80276
H 5.46731 -0.06641 -0.61278
```

As for the relative energy (zero: lowest compared OMol25 entry of this formula, charge and spin): 24.6 kcal/mol. The value obtained for the maximum force is 0.028 hartree/bohr. As for the charge: +1.

Results of the natural (NBO) charge analysis, in e, for atoms 1 through 6: atom 1 (Pt): 0.669, atom 2 (C): -0.254, atom 3 (O): -0.556, atom 4 (C): -0.091, atom 5 (C): -0.100, atom 6 (O): -0.580

Molecular formula: C30H35N6O7PdS5
Method: DFT, the ωB97M-V functional and the def2-TZVPD basis

```
84
Properties=species:S:1:pos:R:3
Pd -1.51730 0.18457 0.51448
N -2.29228 2.38234 2.63838
N -1.57089 2.11959 1.45329
H -1.83052 1.87198 3.40045
H -3.23500 2.01123 2.50980
H -0.58179 2.50434 1.54437
H -1.98175 2.72075 0.69611
O -1.24182 4.25516 -1.34580
S -2.25998 3.78679 -2.22261
O -3.41146 4.61009 -2.52909
N -2.72280 2.26557 -1.62864
C -2.14330 1.30592 -2.27412
S -2.07765 -0.36344 -1.82752
C -1.58500 1.74015 -3.56420
C -1.01142 0.92615 -4.57726
C -0.64494 1.54907 -5.76201
C -0.82910 2.93322 -5.94465
C -1.30794 3.75525 -4.93475
C -1.66434 3.13098 -3.72846
H -0.99665 -0.16582 -4.37685
H -0.10868 1.04329 -6.53028
H -0.40348 3.37317 -6.86627
H -1.46813 4.83899 -5.03081
C -6.74633 -0.69134 3.62170
C -5.79167 -0.45472 2.52387
C -5.85069 0.50437 1.48768
C -4.67330 0.74552 0.73520
N -3.56880 0.00165 0.97890
C -3.66740 -1.11224 1.75679
S -2.30273 -2.16615 1.73581
N -4.71917 -1.27536 2.53540
H -7.81382 -0.60683 3.28110
H -6.61946 0.10197 4.37460
H -6.52395 -1.67273 4.05520
H -6.73279 1.11515 1.28908
H -4.54555 1.53055 -0.02612
C -0.04918 -4.87945 -5.16011
C 0.99720 -3.89963 -4.68109
C 1.04949 -2.65039 -5.29153
C 1.80308 -1.63127 -4.74016
C 2.51305 -1.89095 -3.56197
C 2.52364 -3.15108 -2.96970
C 1.77067 -4.15328 -3.53159
S 3.15224 -0.56117 -2.59685
O 2.96744 0.65827 -3.33911
O 4.49030 -0.90893 -2.21763
N 2.26481 -0.54742 -1.18420
C 2.93525 0.05064 -0.03326
C 2.71484 1.52386 0.02888
C 1.27610 1.80358 0.52662
O 1.10138 2.67256 1.37717
O 0.35324 1.11447 -0.05131
H -1.06109 -4.64378 -4.82026
H 0.25634 -5.87859 -4.82705
H -0.15669 -4.77156 -6.24278
H 0.58068 -2.43066 -6.26882
H 1.84215 -0.61515 -5.15153
H 3.18495 -3.28914 -2.08662
H 1.69710 -5.13149 -3.03668
H 1.32986 -0.13480 -1.30189
H 3.98497 -0.30013 -0.13306
H 2.49714 -0.46948 0.81747
H 2.92247 2.03866 -0.92132
H 3.39634 1.99003 0.75869
C 5.88477 0.58435 4.79954
C 4.47176 0.15801 4.55668
C 3.44139 1.08679 4.38420
C 2.16833 0.65330 4.08744
C 1.82535 -0.67285 4.07022
C 2.85179 -1.61468 4.27189
C 4.14732 -1.20640 4.49255
S 0.09583 -1.19053 3.82290
C -0.31445 -1.84835 5.46391
O -0.66083 0.10925 3.68475
H 6.40885 -0.07958 5.49343
H 5.95730 1.62384 5.17013
H 6.49737 0.58320 3.87190
H 3.65957 2.15087 4.55065
H 1.42470 1.43379 3.84372
H 2.60633 -2.68563 4.19882
H 4.92634 -1.96322 4.65667
H -0.30390 -0.98117 6.17819
H 0.37127 -2.66139 5.73971
H -1.35492 -2.19245 5.33965
```

As for the relative energy (zero: lowest compared OMol25 entry of this formula, charge and spin): 0.0 kcal/mol. As for the spin multiplicity: 3. The value obtained for the maximum force is 0.059 hartree/bohr. As for the charge: -1.

Results of the Mulliken charge analysis, in e, for atoms 1 through 6: atom 1 (Pd): 0.325, atom 2 (N): -0.932, atom 3 (N): 0.206, atom 4 (H): 0.389, atom 5 (H): 0.234, atom 6 (H): 0.277

Molecular formula: C18H47InNO4Si2
Method: DFT, the ωB97M-V functional and the def2-TZVPD basis

```
73
Properties=species:S:1:pos:R:3
O 1.15542 2.44886 -3.72290
O 0.96010 1.11846 -5.68295
C 0.53519 3.58270 -3.05784
C 0.24297 3.38994 -1.59988
H -0.38023 3.73539 -3.62624
H 1.20401 4.44161 -3.19438
H -0.08031 2.39072 -1.28750
H -0.56097 4.09266 -1.36739
H 1.09086 3.71525 -1.00552
C 2.24695 1.85391 -2.97302
C 3.47586 2.33126 -3.68276
H 2.03306 0.78413 -3.02563
H 2.21206 2.17570 -1.92619
H 3.42008 2.10010 -4.74949
H 4.35936 1.86824 -3.24845
H 3.54026 3.42188 -3.58680
C 1.39819 -0.16643 -6.19021
C 0.48426 2.06099 -6.69808
C 2.18723 -0.93559 -5.18041
H 1.99184 0.01283 -7.09736
H 0.45881 -0.67192 -6.42199
H 3.08368 -0.41123 -4.83400
H 2.52039 -1.83854 -5.70914
H 1.57334 -1.26429 -4.34089
C 1.65213 2.91540 -7.08649
H -0.33191 2.62073 -6.22724
H 0.08796 1.46487 -7.51952
H 2.04890 3.43178 -6.20765
H 1.36839 3.67457 -7.81577
H 2.43938 2.28929 -7.53512
H 1.41204 1.65934 -4.95433
In -1.60639 -1.17756 -1.21352
C -1.30854 -0.36079 -3.07183
Si -2.66731 0.22869 -4.20780
H -0.55647 -0.92477 -3.66427
H -0.75785 0.61931 -2.85811
C -2.76298 2.06836 -4.48418
C -4.21353 -0.32301 -3.30704
C -2.45891 -0.59587 -5.86228
C -2.28722 0.56533 -0.01358
Si -3.54007 -0.07369 1.20021
H -2.68940 1.33239 -0.67917
H -1.39956 0.99665 0.50366
C -4.94832 -0.96328 0.33518
C -4.19626 1.40751 2.15013
C -2.71720 -1.27853 2.37408
H -3.40975 -0.57444 -6.41180
H -2.17280 -1.64710 -5.73148
H -1.69053 -0.10698 -6.47698
H -3.41659 2.54980 -3.74735
H -3.19654 2.26435 -5.47577
H -1.78690 2.56389 -4.44233
H -4.34814 0.23413 -2.37055
H -4.14013 -1.39996 -3.05828
H -5.09175 -0.16858 -3.93518
H -4.11077 2.30758 1.52436
H -3.61447 1.58158 3.06186
H -5.24834 1.28766 2.43241
H -1.61524 -1.20388 2.35195
H -2.99735 -2.32625 2.17023
H -3.04584 -1.05357 3.40336
H -5.79768 -1.05780 1.02943
H -4.66954 -1.97842 0.01858
H -5.31067 -0.42488 -0.55019
N -0.69297 -3.07529 -0.18181
C 0.67525 -2.76374 0.27610
C 0.70569 -1.23995 0.37148
O 0.72333 -0.72467 1.49043
O 0.59157 -0.68452 -0.80643
H -1.28144 -3.34594 0.63570
H -0.70667 -3.84856 -0.83159
H 0.87538 -3.18345 1.25947
H 1.40501 -3.08816 -0.47677
```

As for the relative energy (zero: lowest compared OMol25 entry of this formula, charge and spin): 22.7 kcal/mol. The value obtained for the maximum force is 0.065 hartree/bohr. As for the charge: +1.

Results of the Mulliken charge analysis, in e, for atoms 1 through 6: atom 1 (O): -0.309, atom 2 (O): 0.791, atom 3 (C): -0.478, atom 4 (C): -1.393, atom 5 (H): 0.496, atom 6 (H): 0.348

Molecular formula: C4H13NO2
Method: DFT, the ωB97M-V functional and the def2-TZVPD basis

```
20
Properties=species:S:1:pos:R:3
C 0.42040 2.29915 2.57280
N 1.38457 1.56265 2.00769
C 1.37828 0.33435 1.39002
C 0.16541 0.07509 0.38245
C 0.52622 -1.36096 -0.29562
H -0.50676 2.40184 2.00290
H 0.75164 3.01656 3.36946
H 0.90039 -0.49451 2.01968
H 2.28219 0.04418 0.88760
H 0.40846 0.89298 -0.26932
H -0.75177 0.02934 0.81933
H 1.64630 -1.38005 -0.27306
H 0.10826 -1.46166 -1.33047
H 0.20247 -2.19330 0.29987
O -4.00923 3.72301 -1.07579
H -3.03556 3.68418 -0.86820
H -4.41774 3.78050 -0.14943
O 0.69885 -5.37765 -3.61970
H 0.82652 -5.11169 -4.58694
H 1.02110 -4.46400 -3.28328
```

As for the relative energy (zero: lowest compared OMol25 entry of this formula, charge and spin): 87.2 kcal/mol. As for the SMILES: C=NCCC.O.O. The value obtained for the maximum force is 0.113 hartree/bohr. As for the charge: 0.

Results of the natural (NBO) charge analysis, in e, for atoms 1 through 6: atom 1 (C): -0.079, atom 2 (N): -0.416, atom 3 (C): -0.246, atom 4 (C): -0.418, atom 5 (C): -0.618, atom 6 (H): 0.152